[1]
ORCA calculation (the ωB97M-V functional and the def2-TZVPD basis) on C24H45N4ORuSSi3 as an isolated structure.

## Properties
gap between HOMO and LUMO (alpha / beta)	7.635 / 5.922	eV
LUMO (alpha / beta)	-9.48 / -11.04	eV

Geometry as ORCA input:
```
! RIJCOSX wB97M-V def2-TZVPD def2/J DEFGRID3
* xyz 3 5
Ru 0.165 -0.107 0.795
C -3.062 0.349 3.869
Si -1.453 0.304 2.939
C -0.061 0.994 3.976
C -1.117 -1.525 2.380
C -1.425 1.007 1.167
Si -3.027 0.581 0.074
C -2.652 0.866 -1.745
C -3.616 -1.182 0.305
C -4.322 1.759 0.734
Si -1.030 2.897 0.970
C -1.542 3.690 -0.639
C -1.653 3.872 2.426
C 0.855 2.809 0.830
C 1.725 3.884 0.888
C 3.055 3.731 0.532
C 3.495 2.487 0.101
C 2.602 1.437 0.083
N 1.317 1.592 0.449
H -2.921 -0.196 4.805
H -3.891 -0.108 3.334
H -3.334 1.372 4.123
H 0.115 0.315 4.805
H -0.351 1.957 4.394
H 0.897 1.127 3.468
H -0.441 -2.043 3.052
H -0.776 -1.815 1.340
H -2.102 -1.990 2.351
H -1.588 0.941 -1.980
H -3.119 1.784 -2.098
H -3.066 0.051 -2.338
H -2.898 -1.952 0.015
H -4.472 -1.297 -0.365
H -3.979 -1.408 1.305
H -4.132 2.803 0.502
H -4.468 1.668 1.810
H -5.274 1.504 0.263
H -2.615 3.754 -0.792
H -1.091 3.225 -1.514
H -1.172 4.718 -0.592
H -2.731 3.746 2.536
H -1.487 4.936 2.241
H -1.179 3.625 3.373
H 1.355 4.854 1.194
H 3.736 4.569 0.573
H 4.518 2.326 -0.207
H 2.895 0.442 -0.225
C 5.248 -3.731 4.932
C 3.931 -3.051 4.850
C 3.030 -2.919 5.886
C 1.820 -2.270 5.645
N 1.517 -1.759 4.436
C 2.377 -1.882 3.461
S 2.161 -1.311 1.824
N 3.565 -2.524 3.658
C 0.790 -2.114 6.708
H 5.483 -3.982 5.962
H 6.038 -3.092 4.536
H 5.224 -4.653 4.348
H 3.264 -3.316 6.862
H 4.201 -2.601 2.871
H 1.146 -2.462 7.673
H -0.097 -2.689 6.434
H 0.497 -1.067 6.787
C 3.103 -1.640 -2.333
N 1.731 -1.904 -2.770
C 1.557 -2.435 -4.131
C 0.703 -1.667 -1.997
C -0.673 -2.004 -2.458
O 0.897 -1.190 -0.816
H 3.744 -2.417 -2.742
H 3.155 -1.666 -1.247
H 3.431 -0.673 -2.716
H 2.521 -2.404 -4.629
H 0.855 -1.822 -4.692
H 1.212 -3.467 -4.090
H -0.716 -3.040 -2.799
H -0.964 -1.372 -3.298
H -1.383 -1.867 -1.647
*
```

[2]
ORCA calculation (the ωB97M-V functional and the def2-TZVPD basis) on C24H45NO2P2Pm as an isolated structure.

## Properties
gap between HOMO and LUMO (alpha / beta)	5.108 / 5.228	eV
LUMO (alpha / beta)	-4.49 / -4.38	eV

Geometry as ORCA input:
```
! RIJCOSX wB97M-V def2-TZVPD def2/J DEFGRID3
* xyz 1 5
Pm 0.395 0.333 -0.463
C -0.020 -2.768 -0.846
C 0.883 -2.045 -1.699
C 1.851 -2.261 0.397
C 0.615 -2.955 0.411
C 2.048 -1.720 -0.917
C -1.310 -3.361 -1.261
H -1.837 -2.739 -2.001
H -1.975 -3.484 -0.393
H -1.166 -4.360 -1.712
C 0.146 -3.825 1.503
H -0.871 -4.202 1.342
H 0.156 -3.300 2.467
H 0.799 -4.706 1.610
C 2.815 -2.198 1.514
H 3.503 -3.062 1.502
H 2.293 -2.181 2.482
H 3.438 -1.293 1.472
C 3.243 -0.957 -1.362
H 3.850 -1.541 -2.074
H 3.884 -0.683 -0.511
H 2.992 -0.014 -1.880
C 0.689 -1.857 -3.153
H 0.818 -2.807 -3.693
H 1.398 -1.148 -3.593
H -0.323 -1.506 -3.394
C -1.630 1.783 -0.717
C -1.703 0.791 -1.665
C -1.585 1.075 -3.153
C -0.174 1.357 -3.733
C 0.988 1.388 -2.762
C 1.083 2.339 -1.780
C 0.094 3.485 -1.715
C -1.277 3.218 -1.027
H -2.246 1.912 -3.441
H -0.227 2.299 -4.307
H -1.997 0.201 -3.687
H -2.062 3.693 -1.645
H -2.070 1.617 0.278
H -2.144 -0.187 -1.401
H -1.305 3.781 -0.077
H 0.569 4.313 -1.166
H 2.011 2.464 -1.196
H -0.108 3.874 -2.728
H 0.036 0.575 -4.477
H 1.880 0.850 -3.115
P -3.120 -0.715 1.269
C -3.131 -2.224 2.291
H -4.096 -2.310 2.811
H -2.301 -2.159 3.015
H -2.969 -3.100 1.649
C -3.241 0.504 2.627
H -4.215 0.412 3.121
H -3.115 1.513 2.217
H -2.415 0.309 3.334
C -4.784 -0.643 0.554
H -4.883 0.319 0.035
H -5.540 -0.745 1.341
H -4.864 -1.451 -0.186
P 2.085 1.958 1.493
C 3.757 2.411 0.898
H 4.066 3.379 1.317
H 3.755 2.478 -0.199
H 4.469 1.622 1.179
C 1.278 3.576 1.793
H 1.031 4.082 0.849
H 1.939 4.214 2.398
H 0.336 3.396 2.334
C 2.395 1.376 3.192
H 3.037 2.090 3.730
H 2.874 0.387 3.158
H 1.443 1.248 3.725
O 0.326 -1.189 3.491
N -0.507 -0.677 2.753
O -0.055 -0.247 1.575
*
```

[3]
ORCA calculation (the ωB97M-V functional and the def2-TZVPD basis) on a 3-piece molecular cluster, C24H46BNO8S overall.

## Properties
gap between HOMO and LUMO	9.123	eV
LUMO	0.35	eV

Geometry as ORCA input:
```
! RIJCOSX wB97M-V def2-TZVPD def2/J DEFGRID3
* xyz 0 1
C 3.289 -2.074 1.020
C 3.308 -3.026 -0.247
C 2.738 -2.332 -1.566
C 1.957 -3.493 -2.344
C 2.824 -4.780 -2.513
O 2.622 -5.705 -1.774
O 3.792 -4.860 -3.488
O 3.765 -1.884 -2.466
C 3.811 -0.472 -2.653
S 3.866 0.505 -1.075
C 2.644 -0.069 -3.656
C 1.343 0.490 -3.008
C 1.149 1.827 -2.476
C -0.131 2.199 -1.892
C -1.270 1.300 -1.821
C -2.630 1.671 -1.159
C -1.103 -0.032 -2.383
C 0.171 -0.401 -2.958
C 5.222 -0.190 -3.372
N 5.351 1.204 -3.888
B 6.383 -0.354 -2.217
C 6.687 -1.706 -1.417
O 7.158 0.792 -1.862
H 4.234 -1.467 0.990
H 2.461 -1.331 0.848
H 3.166 -2.653 1.962
H 2.668 -3.911 0.021
H 4.325 -3.405 -0.518
H 1.957 -1.581 -1.299
H 1.699 -3.115 -3.374
H 0.978 -3.685 -1.831
H 4.040 -3.967 -3.790
H 4.197 1.775 -1.482
H 2.346 -1.018 -4.185
H 2.948 0.641 -4.463
H 2.014 2.533 -2.494
H -0.268 3.214 -1.452
H -2.413 2.489 -0.418
H -3.003 0.808 -0.540
H -3.423 1.962 -1.888
H -1.926 -0.788 -2.380
H 0.285 -1.435 -3.371
H 5.456 -0.960 -4.159
H 5.379 1.121 -4.907
H 4.587 1.808 -3.592
H 6.101 -2.596 -1.755
H 7.778 -1.949 -1.374
H 6.368 -1.519 -0.347
H 7.748 1.015 -2.604
C 0.345 1.420 2.569
O -1.017 1.450 2.168
C -1.803 0.466 2.831
C -2.591 1.064 3.986
O -1.725 1.531 5.018
C -1.522 2.934 4.964
H 0.813 2.351 2.249
H 0.451 1.333 3.652
H 0.857 0.584 2.083
H -1.176 -0.365 3.174
H -2.507 0.071 2.094
H -3.219 0.284 4.425
H -3.247 1.867 3.640
H -2.395 3.450 5.374
H -1.337 3.285 3.946
H -0.655 3.174 5.580
C -5.350 -0.007 1.997
O -5.613 0.961 3.000
C -6.243 2.126 2.477
C -7.744 2.107 2.721
O -8.376 1.053 2.004
C -8.642 -0.079 2.819
H -5.135 -0.956 2.488
H -6.202 -0.146 1.329
H -4.475 0.293 1.412
H -6.022 2.241 1.411
H -5.814 2.985 3.002
H -8.170 3.045 2.353
H -7.964 2.033 3.791
H -9.521 0.112 3.440
H -7.794 -0.335 3.457
H -8.856 -0.924 2.164
*
```

[4]
ORCA calculation (the ωB97M-V functional and the def2-TZVPD basis) on C24H46BrCaCl3F3MgNO12PS2 as an isolated structure.

## Properties
gap between HOMO and LUMO	1.699	eV
LUMO	-6.58	eV
ΔE to the lowest compared entry with this formula, charge and spin	0.0	kcal/mol

Geometry as ORCA input:
```
! RIJCOSX wB97M-V def2-TZVPD def2/J DEFGRID3
* xyz 1 1
C -4.393 6.323 -1.685
C -3.569 5.051 -1.848
O -2.461 5.216 -2.700
C -2.250 4.124 -3.575
C -1.399 2.990 -2.893
S 0.382 3.351 -3.009
C 1.073 1.955 -3.920
C 0.481 0.567 -3.521
C 1.488 -0.413 -2.946
S 0.601 -1.876 -2.368
O -0.771 -1.533 -2.077
O 1.215 -2.398 -1.184
O 0.650 -2.952 -3.533
C 0.978 3.432 -1.277
C 2.112 2.430 -0.914
C 1.547 1.344 0.018
Br 3.446 3.451 0.175
H -3.808 7.142 -1.269
H -4.771 6.607 -2.671
H -5.270 6.155 -1.055
H -4.290 4.246 -2.183
H -3.223 4.778 -0.831
H -1.702 4.523 -4.433
H -3.213 3.755 -3.969
H -1.696 2.975 -1.834
H -1.657 2.047 -3.388
H 2.165 1.946 -3.832
H 0.881 2.159 -5.027
H -0.380 0.627 -2.851
H 0.122 0.113 -4.451
H 2.228 -0.761 -3.683
H 2.027 -0.055 -2.071
H 0.773 -3.806 -3.077
H 1.300 4.457 -1.093
H 0.139 3.254 -0.601
H 2.695 2.039 -1.803
H 2.112 0.406 -0.026
H 1.565 1.691 1.052
H 0.493 1.155 -0.209
O -1.991 1.444 -0.428
P -3.153 1.339 0.496
O -4.158 2.448 0.614
F -2.635 1.018 1.895
F -3.970 0.075 0.024
Ca -4.053 2.156 -1.514
Cl 2.310 3.204 -5.736
O -0.867 -2.252 6.853
C -1.350 -2.160 5.766
O -0.916 -1.271 4.830
C -1.767 -1.330 3.676
C -2.425 -2.699 3.729
C -2.529 -2.943 5.228
H -2.494 -0.519 3.741
H -1.166 -1.197 2.776
H -3.381 -2.739 3.209
H -1.767 -3.444 3.279
H -3.450 -2.528 5.641
H -2.441 -3.997 5.470
Cl 4.068 -0.940 -4.797
C 4.334 -2.185 -6.061
C 3.277 -3.253 -6.034
Cl 3.400 -4.272 -4.572
H 5.327 -2.602 -5.917
H 4.316 -1.667 -7.018
H 3.393 -3.914 -6.897
H 2.275 -2.828 -6.066
C -6.372 -5.889 8.391
C -6.235 -5.796 6.890
C -4.819 -5.919 6.390
O -4.855 -5.152 5.177
C -5.841 -4.225 5.325
O -6.010 -3.303 4.593
O -6.597 -4.490 6.414
H -5.876 -5.048 8.878
H -7.422 -5.847 8.679
H -5.947 -6.820 8.765
H -6.890 -6.526 6.406
H -4.534 -6.948 6.186
H -4.082 -5.471 7.063
C 6.700 2.688 2.907
C 7.406 1.722 1.962
C 8.277 2.434 0.921
C 7.455 3.319 0.082
N 6.816 4.006 -0.569
H 6.010 3.342 2.370
H 6.117 2.138 3.646
H 7.419 3.313 3.439
H 6.659 1.105 1.455
H 8.035 1.047 2.544
H 8.771 1.705 0.278
H 9.048 3.031 1.409
F 3.333 2.639 -8.033
O 2.797 -5.498 -7.852
H 2.394 -6.363 -7.726
Mg 4.430 1.350 -1.614
*
```